# 1
{
  "formula": "C4H7NO",
  "method": "wB97M-V/def2-TZVPD",
  "symbols": ["O", "N", "C", "C", "C", "C", "H", "H", "H", "H", "H", "H", "H"],
  "coordinates": [[2.442, -1.387, 1.235], [0.197, 0.592, -0.511], [1.374, -1.092, 0.764], [-1.166, 1.069, -0.595], [-0.819, -0.290, -1.066], [0.745, 0.284, 0.801], [-1.199, -1.124, -0.477], [-1.725, 1.122, 0.340], [-0.707, -0.503, -2.125], [0.738, -1.850, 0.269], [-0.024, 0.288, 1.600], [1.507, 1.023, 1.071], [-1.360, 1.869, -1.305]],
  "mulliken_charge": [-0.461, -0.288, 0.060, -0.472, -0.338, -0.294, 0.289, 0.228, 0.226, 0.309, 0.211, 0.281, 0.248],
  "de_lowest_ev": 2.526,
  "spin_multiplicity": 1,
  "gap_ha": 0.3913,
  "smiles": "O=CCN1CC1"
}

=====

# 2
{
  "formula": "C3H6O2",
  "method": "wB97M-V/def2-TZVPD",
  "symbols": ["O", "O", "C", "C", "C", "H", "H", "H", "H", "H", "H"],
  "coordinates": [[0.482, 0.126, -1.152], [-0.098, -1.068, 0.707], [-0.800, 0.164, 0.702], [0.707, -1.079, -0.469], [0.113, 1.059, -0.139], [-1.283, 0.412, 1.622], [0.426, -1.919, -1.117], [-0.469, 1.861, -0.585], [1.758, -1.175, -0.155], [-1.857, 0.144, 0.252], [1.020, 1.476, 0.334]],
  "mulliken_charge": [-0.350, -0.365, -0.373, -0.164, -0.305, 0.386, 0.223, 0.258, 0.239, 0.208, 0.242],
  "de_lowest_ev": 1.968,
  "spin_multiplicity": 1,
  "gap_ha": 0.3960,
  "smiles": "C1COCO1"
}

=====

# 3
{
  "formula": "C5H10ClNNaO6PS",
  "method": "wB97M-V/def2-TZVPD",
  "symbols": ["Cl", "S", "P", "Na", "O", "O", "O", "O", "O", "O", "N", "C", "C", "C", "C", "C", "H", "H", "H", "H", "H", "H", "H", "H", "H", "H"],
  "coordinates": [[-1.994, 1.123, 3.086], [-1.595, 0.532, -2.074], [-2.203, 1.223, 1.039], [2.727, -1.134, -1.595], [-1.890, 2.814, 0.855], [-0.872, 0.185, -3.275], [-0.543, -2.447, -0.668], [-2.436, -1.786, 0.337], [1.975, -0.242, 1.463], [-2.405, 1.723, -2.099], [-0.626, 0.596, 0.572], [2.977, 0.044, 0.541], [-1.219, -1.798, 0.177], [-0.381, -0.788, 1.003], [1.071, -1.229, 0.935], [-0.315, 0.784, -0.818], [0.509, 0.162, -1.146], [-2.314, -0.541, -1.659], [-0.661, -0.845, 2.053], [3.637, -0.844, 0.478], [-0.030, 1.828, -0.986], [1.255, -1.461, -0.113], [-1.861, 3.031, -0.089], [3.545, 0.914, 0.853], [1.166, -2.123, 1.546], [2.483, 0.279, -0.418]],
  "mulliken_charge": [-0.254, 1.083, 0.411, 0.862, -0.510, -0.672, -0.680, -0.624, -0.372, -0.613, 0.141, -0.370, 0.290, 0.037, -0.601, -0.383, -0.379, 0.190, 0.599, 0.296, 0.521, -0.085, 0.361, 0.314, 0.470, -0.030],
  "spin_multiplicity": 1,
  "gap_ha": 0.2138
}

=====

# 4
{
  "formula": "C34H43O3Si",
  "method": "wB97M-V/def2-TZVPD",
  "symbols": ["Si", "O", "O", "O", "C", "C", "C", "C", "C", "C", "C", "C", "C", "C", "C", "C", "C", "C", "C", "C", "C", "C", "C", "C", "C", "C", "C", "C", "C", "C", "C", "C", "C", "C", "C", "C", "C", "C", "H", "H", "H", "H", "H", "H", "H", "H", "H", "H", "H", "H", "H", "H", "H", "H", "H", "H", "H", "H", "H", "H", "H", "H", "H", "H", "H", "H", "H", "H", "H", "H", "H", "H", "H", "H", "H", "H", "H", "H", "H", "H", "H"],
  "coordinates": [[2.198, 0.848, 3.022], [0.622, 0.988, 2.419], [-1.794, -9.315, 5.600], [-3.977, -6.759, -3.487], [-3.550, -0.757, 2.543], [-1.078, -6.907, 2.291], [-2.818, -5.239, -2.004], [-1.254, 1.418, 3.874], [-0.527, 0.470, 2.948], [1.888, -3.605, 0.332], [2.839, -3.934, 1.343], [-3.946, 0.663, 2.979], [4.634, -2.886, 0.065], [-3.214, -6.535, -2.394], [2.363, -2.915, -0.814], [-0.233, -8.234, 4.158], [-0.981, -0.776, 2.625], [-0.031, -4.845, 1.385], [-1.683, -6.138, -0.033], [-2.199, -5.052, -0.775], [-3.158, -9.401, 6.079], [-2.619, -8.314, 3.572], [3.030, 2.502, 3.121], [3.710, -2.576, -0.950], [4.186, -3.570, 1.205], [-2.816, -7.650, -1.614], [-2.384, -7.353, 2.610], [3.113, -0.235, 1.837], [-1.561, -8.657, 4.444], [2.032, 0.040, 4.689], [-3.167, 1.745, 2.223], [-2.262, -1.284, 3.193], [-1.998, -7.449, -0.522], [0.500, -4.016, 0.398], [0.002, -7.381, 3.091], [-2.090, 2.422, 3.047], [-0.919, -5.941, 1.200], [-4.354, -5.591, -4.261], [-2.247, -2.379, 3.063], [0.565, -8.557, 4.828], [-0.126, -3.760, -0.462], [2.564, -1.161, 1.633], [-0.561, 1.974, 4.524], [-3.234, -6.902, 2.098], [4.889, -3.776, 2.009], [-5.015, 0.799, 2.757], [5.678, -2.598, -0.036], [-2.549, 3.140, 3.745], [2.537, 3.197, 3.812], [1.443, -0.895, 4.638], [2.508, -4.484, 2.226], [-2.126, -4.038, -0.376], [-3.172, -8.643, -1.894], [-3.049, -9.890, 7.046], [-1.590, -8.322, -0.004], [-4.374, -1.424, 2.827], [-3.877, 2.511, 1.887], [3.053, -0.212, 5.031], [-3.793, -10.001, 5.416], [-3.441, -0.793, 1.453], [-2.324, -1.089, 4.278], [3.282, 0.258, 0.871], [4.058, 2.342, 3.482], [-3.835, 0.774, 4.061], [-4.960, -5.999, -5.065], [1.561, 0.703, 5.436], [-3.627, -8.730, 3.711], [-0.390, -1.502, 2.057], [-3.045, -4.380, -2.643], [-1.415, 2.986, 2.379], [-3.471, -5.079, -4.658], [1.027, -7.072, 2.853], [0.347, -4.698, 2.411], [-4.933, -4.884, -3.656], [-3.607, -8.407, 6.198], [4.041, -2.031, -1.830], [-1.935, 0.835, 4.505], [3.098, 2.983, 2.135], [1.645, -2.667, -1.602], [4.094, -0.517, 2.244], [-2.709, 1.325, 1.317]],
  "mulliken_charge": [0.239, -0.485, -0.410, -0.427, -0.729, -0.560, -0.482, -0.675, 0.793, 0.389, -0.024, -0.869, -0.393, 0.985, -0.343, -0.652, -0.692, -0.366, -0.057, -0.575, -0.811, -0.507, -1.029, -0.700, -0.798, -0.793, -0.395, -0.402, 0.760, -0.989, -0.750, -0.811, -0.350, -0.540, -0.358, -0.856, 0.575, -0.827, 0.263, 0.412, 0.279, -0.376, 0.432, 0.494, 0.400, 0.370, 0.429, 0.392, 0.288, 0.288, 0.279, 0.685, 0.423, 0.248, 0.510, 0.414, 0.415, 0.436, 0.329, 0.364, 0.445, 0.386, 0.331, 0.505, 0.246, 0.302, 0.289, 0.326, 0.380, 0.350, 0.342, 0.469, 0.881, 0.371, 0.383, 0.403, 0.252, 0.308, 0.376, 0.382, 0.415],
  "spin_multiplicity": 1,
  "total_charge": 1,
  "gap_ha": 0.1869
}

=====

# 5
{
  "formula": "H3NO2S",
  "method": "wB97M-V/def2-TZVPD",
  "symbols": ["S", "O", "O", "N", "H", "H", "H"],
  "coordinates": [[-3.033, 0.011, -0.379], [-2.786, 1.220, 0.329], [-3.939, -0.884, 0.312], [-0.073, -0.106, 0.249], [0.705, -0.348, -0.290], [0.164, 0.693, 0.731], [-0.146, -0.929, 1.016]],
  "mulliken_charge": [0.737, -0.359, -0.409, -0.679, 0.224, 0.215, 0.271],
  "de_lowest_ev": 0.323,
  "spin_multiplicity": 1,
  "gap_ha": 0.3719
}

=====

# 6
{
  "formula": "C10H10EuN2O4",
  "method": "wB97M-V/def2-TZVPD",
  "symbols": ["Eu", "O", "O", "O", "O", "N", "N", "C", "C", "C", "C", "C", "C", "C", "C", "C", "C", "H", "H", "H", "H", "H", "H", "H", "H", "H", "H"],
  "coordinates": [[0.461, -0.764, -0.158], [-2.825, -2.372, 2.047], [-1.510, -2.674, -2.571], [1.308, -0.262, 3.356], [1.048, -4.541, 1.098], [-1.252, 0.714, 0.067], [-2.329, 2.548, 0.291], [0.904, -0.661, 2.359], [4.550, -0.842, -2.140], [-1.007, -2.282, -1.618], [0.761, -3.461, 0.795], [-1.941, 1.231, 2.415], [4.011, 0.357, -2.374], [-1.918, -2.015, 1.455], [-2.040, 2.452, -1.073], [-1.843, 1.500, 0.957], [-1.346, 1.291, -1.202], [-2.840, 3.280, 0.774], [-0.908, 0.792, -2.083], [4.125, 1.191, -1.657], [-2.471, 0.272, 2.610], [-0.934, 1.181, 2.887], [5.127, -1.048, -1.221], [-2.349, 3.198, -1.796], [-2.519, 2.074, 2.848], [3.366, 0.539, -3.253], [4.370, -1.699, -2.815]],
  "mulliken_spin": [6.119, -0.001, 0.002, 0.002, 0.000, -0.057, -0.001, -0.012, -0.007, -0.011, -0.006, 0.000, 0.000, -0.008, -0.007, -0.008, -0.002, 0.000, -0.001, 0.000, -0.001, 0.000, 0.000, 0.000, 0.000, 0.000, 0.000],
  "de_lowest_ev": 0.000,
  "s2": 12.035,
  "spin_multiplicity": 7,
  "total_charge": 3,
  "gap_ha": [0.1130, 0.2218]
}

=====

# 7
{
  "formula": "C6H12NOS",
  "method": "wB97M-V/def2-TZVPD",
  "symbols": ["S", "O", "N", "C", "C", "C", "C", "C", "C", "H", "H", "H", "H", "H", "H", "H", "H", "H", "H", "H", "H"],
  "coordinates": [[-1.978, -1.253, -0.928], [-1.010, -0.681, 1.653], [0.766, 0.526, -0.105], [1.513, -0.569, -0.814], [-1.506, -0.369, 0.477], [1.733, 0.349, 0.956], [-2.621, 0.284, -1.237], [2.494, -0.869, 0.426], [-2.028, 0.925, 0.012], [3.474, -0.498, 0.118], [-0.568, -1.538, 1.544], [2.407, 1.302, 1.121], [1.209, 0.205, 1.998], [-2.185, 0.722, -2.238], [0.778, -1.291, -1.126], [2.478, -1.743, 1.016], [-2.816, 1.288, 0.707], [0.703, 1.391, -0.548], [-3.756, 0.354, -1.277], [2.167, -0.292, -1.698], [-1.253, 1.757, -0.058]],
  "mulliken_charge": [-0.025, -0.376, -0.262, -0.402, 0.643, -0.395, -0.317, -0.576, -0.691, 0.265, 0.412, 0.315, 0.175, 0.292, 0.152, 0.301, 0.331, 0.250, 0.370, 0.303, 0.236],
  "de_lowest_ev": 3.248,
  "spin_multiplicity": 1,
  "total_charge": 1,
  "gap_ha": 0.3098
}

=====

# 8
{
  "formula": "C4H8N2O2",
  "method": "wB97M-V/def2-TZVPD",
  "symbols": ["O", "O", "N", "N", "C", "C", "C", "C", "H", "H", "H", "H", "H", "H", "H", "H"],
  "coordinates": [[-0.740, -1.980, 0.361], [-0.487, 1.759, 0.360], [-0.235, -0.055, -1.235], [-2.334, 0.405, -0.065], [2.178, 0.457, 0.263], [1.263, -0.660, -0.080], [-0.905, 0.526, -0.162], [-0.128, -0.765, 0.095], [2.872, 0.625, -0.565], [-1.015, -2.368, -0.480], [2.785, 0.158, 1.125], [1.747, -1.600, -0.350], [-1.287, 2.212, 0.653], [-2.621, -0.327, 0.574], [1.651, 1.379, 0.480], [-2.745, 0.232, -0.974]],
  "mulliken_charge": [-0.537, -0.556, -0.774, -0.667, -1.027, 0.080, 1.310, -0.223, 0.284, 0.324, 0.314, 0.334, 0.318, 0.260, 0.301, 0.261],
  "de_lowest_ev": 4.510,
  "spin_multiplicity": 1,
  "gap_ha": 0.3582
}